Entry 1:
C27H32GeMnN4S | the ωB97M-V functional and the def2-TZVPD basis

ORCA input file:
```
! wB97M-V def2-TZVPD RIJCOSX def2/J DEFGRID3
* xyz 3 5
C -5.769 3.100 -2.344
H 2.908 -0.688 -2.493
H -4.563 -2.095 -3.564
H -1.030 6.543 -0.533
N -1.233 -1.863 -1.272
C 2.319 0.631 0.474
C -6.081 -3.606 -3.548
C -0.153 0.415 0.735
H -1.226 0.901 3.881
H -5.380 3.707 -3.162
H -6.770 -3.039 -4.158
Ge -0.784 2.520 -0.257
C -3.455 2.733 -1.400
C 1.107 0.774 1.272
H 5.228 -0.107 -1.892
H 5.671 0.980 0.319
C -2.531 -2.053 -1.528
C -4.744 2.071 -1.880
N 2.090 0.037 -0.726
H -0.717 3.843 -3.067
C -1.156 0.337 1.768
H 0.998 4.001 -3.363
H -2.883 1.104 -0.109
H 1.528 3.030 -1.125
C 0.245 4.018 -2.574
C -4.853 -3.074 -3.202
H 3.756 1.432 1.844
H 0.683 1.948 -2.234
Mn 0.110 -0.465 -1.007
N -2.714 -3.265 -2.048
H -5.807 -6.639 -2.044
H 0.495 -3.169 -1.540
C 4.663 0.717 0.022
C 4.425 0.110 -1.201
H 1.086 5.477 -1.222
H -3.623 -5.681 -1.392
H -3.684 3.428 -0.587
H 0.332 6.158 -2.635
H -6.674 2.611 -2.698
H -3.328 -1.356 -1.330
H -5.162 1.468 -1.067
H -2.216 1.021 -1.757
H -0.803 3.297 1.052
C -5.532 -5.643 -2.363
C -0.679 0.765 2.958
C -1.078 5.629 -1.124
C -1.489 -3.895 -2.149
H -1.925 5.712 -1.804
C -4.307 -5.109 -2.007
H -3.030 3.328 -2.211
C -3.985 -3.829 -2.427
H -1.315 4.826 -0.403
H -4.509 1.383 -2.699
C -6.423 -4.890 -3.126
S 0.998 1.160 2.906
C 0.220 5.378 -1.882
C -7.705 -5.437 -3.480
C 3.124 -0.219 -1.540
H -6.052 3.769 -1.531
N -8.729 -5.872 -3.760
C 0.571 2.849 -1.619
H -1.387 -4.884 -2.562
C 3.592 0.978 0.875
H -2.180 0.031 1.615
C -0.569 -3.026 -1.668
C -2.428 1.690 -0.909
*
```

For the HOMO energy (spin up / spin down), the calculation gives -16.29 / -16.29 eV. The calculated total energy is -133121.7505 eV.

Atom charges from the natural (NBO) analysis, given in e for atoms 1 to 4:
1. C -0.6078
2. H 0.2331
3. H 0.2261
4. H 0.2615



Entry 2:
C27H32N2O7 | the ωB97M-V functional and the def2-TZVPD basis

ORCA input file:
```
! wB97M-V def2-TZVPD RIJCOSX def2/J DEFGRID3
* xyz 0 1
C -0.088 -1.292 -4.112
H 1.323 -0.181 -2.941
C -2.606 -1.113 -0.675
H 0.062 5.719 5.180
O -1.547 1.861 -1.384
H -3.160 -2.221 -2.974
H 1.554 1.415 0.941
O 0.630 -1.418 -5.259
C 0.178 -1.811 0.908
C -0.512 3.900 0.046
H -3.813 -0.998 1.448
C -1.059 4.263 1.423
H 1.890 3.145 0.729
H 1.482 2.630 3.106
H -0.130 1.999 2.725
H 1.660 -0.820 2.093
C 1.902 -0.824 -5.324
H 2.272 -1.033 -6.326
H -1.883 3.604 1.696
C 0.521 -4.175 0.628
C 1.117 2.410 0.989
H -1.417 5.292 1.425
C -0.222 -3.039 0.393
H 3.877 -6.337 2.315
C 2.094 -2.894 1.911
C -3.019 -3.035 -5.391
C 3.533 -5.304 2.317
C 0.037 4.123 2.482
H -3.160 -3.848 -4.671
H 2.532 5.145 3.699
N 0.031 2.554 0.052
H 0.284 4.602 -0.223
H 1.849 0.259 -5.176
H 3.350 -4.987 3.349
C 1.691 -4.118 1.387
N -2.013 -0.747 0.495
C -2.787 -0.752 1.712
H -3.792 -2.276 -5.234
H -1.125 -3.110 -0.192
O -0.505 4.386 3.758
O -3.787 -1.408 -0.734
C -0.024 0.171 -0.612
O 2.350 -5.296 1.556
H 0.215 -5.130 0.232
C 1.336 -1.761 1.669
H 2.588 -1.258 -4.588
C 1.519 5.526 3.529
C -2.168 -1.800 -3.006
H 2.987 -2.810 2.510
C 0.349 -0.647 -2.967
H 0.981 4.190 5.185
C -0.454 -0.579 -1.837
C -1.376 -1.877 -4.134
H -0.461 0.131 1.504
H -1.305 3.935 -0.702
C -0.593 -0.532 0.639
H -3.098 -3.430 -6.402
O 1.037 5.103 2.272
H -2.761 0.233 2.185
C -0.589 1.599 -0.688
H 4.303 -4.666 1.872
H -2.400 -1.498 2.412
C 0.514 4.953 4.549
C -1.713 -1.157 -1.856
C 0.641 2.705 2.414
O -1.728 -2.482 -5.300
H 1.542 6.619 3.531
H 1.067 0.194 -0.558
*
```

For the HOMO energy, the calculation gives -7.91 eV. Its SMILES is COc1ccc([C@H]2[C@H](C(=O)N3CCC4(CC3)OCCO4)c3cc(OC)c(OC)cc3C(=O)N2C)cc1. The calculated total energy is -45831.0876 eV.

Atom charges from the natural (NBO) analysis, given in e for atoms 1 to 4:
1. C 0.2950
2. H 0.2147
3. C 0.6760
4. H 0.1958



Entry 3:
C27H32N4O5 | the ωB97M-V functional and the def2-TZVPD basis

ORCA input file:
```
! wB97M-V def2-TZVPD RIJCOSX def2/J DEFGRID3
* xyz 0 1
C -3.297 -1.400 3.049
O 0.128 2.243 0.087
C 0.001 -2.846 -0.141
O 2.359 -1.673 1.351
H 0.457 -4.986 -2.662
H 5.262 3.155 0.972
C 5.215 1.803 -0.738
C 0.338 -4.862 -1.588
O -2.740 3.701 0.249
C 0.311 1.878 -2.096
O -4.470 -0.726 1.059
H -3.984 4.778 -1.750
H -2.492 0.970 2.851
H -4.459 1.054 -0.528
C -3.862 3.709 -1.907
H -0.314 3.810 -1.177
H 0.300 2.029 -3.156
C 0.660 0.688 -1.412
H -0.254 -5.700 -1.218
H -2.103 -2.618 1.708
H 6.268 0.558 1.947
H 1.316 -4.902 -1.114
H 0.789 -3.185 0.512
C 0.738 0.127 1.137
H 4.824 1.406 2.488
O -0.633 -0.249 3.426
H -2.913 -0.388 -3.023
H -1.649 -3.661 -2.966
N -0.292 -0.892 1.297
H 5.919 2.071 -1.524
C -3.176 1.801 1.141
C 0.525 0.963 -0.080
N -2.526 2.924 1.341
H -1.658 -2.751 3.422
C -0.351 -3.570 -1.271
H -2.158 -0.259 -0.452
H -4.061 -1.351 -2.098
C 2.149 -0.501 1.137
C -3.717 -0.433 1.960
H 2.847 1.367 0.721
C -3.138 -1.395 -2.675
C 5.721 2.219 0.653
H 4.611 -0.949 1.126
C -1.972 -2.063 2.635
H -3.294 -2.039 -3.537
H 0.657 0.769 2.027
H 6.799 2.375 0.636
C -3.845 1.822 -0.113
H 5.957 -0.229 -0.775
C 5.365 1.064 1.608
C -2.030 -1.907 -1.808
C -0.654 -1.659 0.151
N 3.108 0.410 0.900
C -1.368 -3.093 -2.090
N -3.120 0.792 2.076
H 0.963 -0.243 -1.845
H -4.777 3.289 -2.312
C -3.525 3.046 -0.623
C -0.897 -0.999 2.499
H 4.298 -0.083 -1.379
C -0.001 2.786 -1.132
C -1.657 -1.186 -0.682
H -3.159 -0.878 3.996
C 5.009 0.293 -0.644
H 4.266 2.294 -0.964
H -4.068 -2.163 3.157
H -3.058 3.559 -2.628
C 4.514 0.086 0.790
*
```

For the HOMO energy, the calculation gives -8.58 eV. Its SMILES is Cc1cc(C)cc(N(C(=O)CCC(=O)Nc2cc(C)on2)[C@@H](C(=O)NC2CCCC2)c2ccco2)c1. The calculated total energy is -44716.9482 eV.

Atom charges from the natural (NBO) analysis, given in e for atoms 1 to 4:
1. C -0.4845
2. O -0.3911
3. C -0.1992
4. O -0.6259



Entry 4:
C27H32N6O4 | the ωB97M-V functional and the def2-TZVPD basis

ORCA input file:
```
! wB97M-V def2-TZVPD RIJCOSX def2/J DEFGRID3
* xyz 0 1
H 1.463 1.709 -1.023
C -4.323 -3.080 6.292
C -0.453 4.409 -4.612
C 0.602 -4.341 -1.797
H -5.419 -4.094 4.601
O -0.001 2.848 1.288
H -4.860 -3.660 6.964
H -0.441 5.362 -4.345
O -3.878 -3.224 3.662
C -1.753 1.545 -2.909
H -4.736 -2.084 6.307
C 0.263 -0.399 -1.467
H 3.456 1.983 -1.792
C -1.906 -2.357 2.507
H -1.751 -4.403 -1.576
C 0.103 2.334 0.220
C 1.640 -2.394 -1.776
C -0.974 2.191 -1.947
N -0.524 0.227 -0.554
C -0.174 -1.439 1.306
H 0.829 -1.312 1.112
H 2.226 3.708 1.161
C -0.379 3.174 -2.466
C -2.969 -1.669 1.602
H -3.017 -0.349 0.002
H -0.923 4.035 -5.623
H 2.530 1.116 2.011
O -1.849 -3.615 4.326
C -2.779 0.386 -3.022
C 2.405 2.708 0.547
N 1.325 2.141 -0.120
C -4.419 -3.958 4.981
C -2.209 -0.800 0.665
N -0.644 3.191 -3.717
H -1.784 1.687 -0.101
C 3.369 1.554 1.373
H 2.927 0.241 0.080
H 4.328 -0.279 1.006
N -1.579 2.201 -4.152
H 5.732 1.786 0.076
H -2.057 -0.511 -2.433
H 4.958 2.748 -2.084
H -3.255 -2.818 6.399
C 3.989 0.718 0.428
H 0.558 -5.671 -1.922
H 3.976 2.136 2.051
H -3.793 -4.929 5.104
N -0.687 -2.454 -1.342
C 4.277 2.259 -1.328
H 2.926 4.136 -0.979
C -0.826 -0.658 0.581
H 0.533 4.179 -4.917
H -0.031 -2.733 2.985
C 4.955 1.188 -0.472
C -2.517 -3.057 3.623
C -0.526 -2.228 2.276
C 3.591 3.182 -0.349
C 0.517 -2.017 -1.439
C -0.696 1.469 -0.438
H 4.233 3.923 0.155
H -3.054 0.086 -3.975
N 1.744 -3.833 -1.909
H 2.800 -2.219 -2.001
C -0.603 -3.915 -1.647
H -3.873 -1.617 2.016
H 0.429 4.111 -2.015
H 5.411 0.482 -1.053
H -3.550 0.612 -2.283
O 1.116 0.357 -2.123
*
```

For the HOMO energy, the calculation gives -8.38 eV. Its SMILES is CCOC(=O)c1ccc(N(C(=O)c2cnccn2)[C@@H](C(=O)NC2CCCCC2)c2cn(C)nc2C)cc1. The calculated total energy is -45629.5262 eV.

Atom charges from the natural (NBO) analysis, given in e for atoms 1 to 4:
1. H 0.4313
2. C -0.6522
3. C -0.4279
4. C -0.0235



Entry 5:
C27H33BiN7S4 | the ωB97M-V functional and the def2-TZVPD basis

ORCA input file:
```
! wB97M-V def2-TZVPD RIJCOSX def2/J DEFGRID3
* xyz 3 1
H 8.740 11.468 13.763
N 8.873 5.354 6.261
C 12.895 11.115 12.052
C 10.836 10.104 15.573
C 12.056 10.524 14.709
H 5.701 6.024 12.906
H 7.380 7.378 11.729
C 17.097 7.488 10.840
S 11.241 10.428 9.872
H 15.365 8.528 9.222
H 11.144 9.886 16.574
N 9.789 7.168 9.908
Bi 10.473 8.161 11.913
H 7.464 8.713 14.339
S 8.279 10.081 11.860
C 9.687 11.344 9.714
H 15.307 5.333 13.619
H 7.839 7.681 7.301
N 11.587 6.148 12.846
H 18.836 6.647 11.505
C 15.738 7.518 11.022
H 9.938 12.244 9.130
C 8.034 10.666 13.582
C 12.351 11.538 10.683
C 15.844 5.858 12.831
C 6.724 5.843 13.167
C 15.091 6.737 12.005
H 11.789 12.423 10.762
H 7.601 9.867 15.605
C 7.185 4.856 14.032
N 8.928 6.479 12.722
C 10.432 5.998 9.455
N 13.005 6.090 12.970
C 8.961 7.684 9.002
H 9.085 10.780 8.961
C 8.116 9.547 14.638
C 10.900 5.249 13.459
H 17.817 5.115 13.153
H 12.520 11.397 15.205
H 11.344 4.361 13.909
C 13.580 8.155 10.141
H 11.156 5.662 10.165
C 7.612 6.581 12.491
H 13.046 8.661 9.314
H 13.178 11.754 9.948
N 12.977 7.401 11.001
C 17.195 5.791 12.576
C 9.391 5.429 13.429
H 7.037 11.147 13.695
H 8.808 3.787 14.688
C 10.129 5.342 8.342
C 17.814 6.593 11.652
H 10.671 4.400 8.155
H 13.520 11.919 12.244
S 9.728 8.801 14.886
H 8.432 8.602 9.319
H 12.807 9.744 14.672
S 11.484 10.949 13.053
H 17.610 8.187 10.210
H 8.213 5.835 5.717
C 8.593 7.117 7.796
C 9.141 5.904 7.455
H 13.512 10.182 11.936
N 14.916 8.209 10.051
C 8.866 11.508 10.985
H 9.529 12.046 11.709
C 13.643 6.729 11.988
C 8.526 4.679 14.159
H 8.019 12.165 10.721
H 9.109 4.418 5.950
H 6.452 4.375 14.616
H 10.309 11.003 15.722
*
```

For the HOMO energy, the calculation gives -15.95 eV. The calculated total energy is -88121.9825 eV.

Atom charges from the Mulliken analysis, given in e for atoms 1 to 4:
1. H 0.3598
2. N -0.4040
3. C -0.4557
4. C -1.0305



Entry 6:
C27H33F3LuN9O7P2S | the ωB97M-V functional and the def2-TZVPD basis

ORCA input file:
```
! wB97M-V def2-TZVPD RIJCOSX def2/J DEFGRID3
* xyz 0 1
C 3.794 2.885 -0.355
C -1.770 -0.272 -1.792
H 3.515 -0.307 0.883
F -3.888 -1.086 -4.684
F -4.261 -1.749 -2.659
S -2.757 -0.064 -0.391
P -0.781 3.637 1.975
H 2.997 -4.550 -2.977
P -1.009 1.483 3.780
C 2.964 -1.155 1.295
F -4.383 0.356 -3.147
H 1.674 -2.646 2.733
O -1.114 3.092 3.477
H 3.693 -1.801 1.796
H -5.461 -2.544 2.734
N -0.455 -0.109 -1.590
C -3.695 -0.769 -3.383
C 0.044 -0.621 -3.862
C 1.426 -1.660 3.126
H -2.938 -2.291 6.205
C -0.784 2.879 -2.065
C 2.669 4.769 -1.413
H -0.240 -1.631 5.375
C -0.064 -1.665 3.295
N 2.954 -2.716 -0.706
H 2.211 0.170 2.677
N 0.668 2.846 -2.214
H 3.622 3.100 0.706
C 0.843 -4.609 -3.118
H -3.538 -2.111 1.232
H 2.862 5.293 -0.471
N 1.929 -0.658 2.178
O -1.209 5.014 1.743
H -1.664 -1.051 -5.094
C -0.384 -4.168 -2.591
C 1.515 2.610 -1.168
N -0.908 -1.687 2.292
O 0.835 3.593 1.929
H 1.901 -1.567 4.102
H 3.947 -2.824 -0.790
C -3.074 -2.256 5.130
H 0.842 -5.294 -3.959
C 2.051 -4.198 -2.580
C -3.410 -2.152 2.306
H 1.857 3.855 -3.696
C 1.982 -3.318 -1.504
C 0.413 -0.281 -2.583
C -4.475 -2.390 3.155
C -2.013 -2.030 4.262
N -0.652 -1.867 4.488
N 1.009 -1.971 0.066
H -5.176 -2.603 5.182
C -4.313 -2.429 4.549
H 1.931 1.905 0.516
N 1.276 1.742 -0.236
H 3.960 1.814 -0.479
H 3.426 5.071 -2.137
H 1.755 2.099 -3.871
H -1.077 2.583 -1.067
H 0.784 -0.766 -4.639
O 0.229 1.033 2.984
N 2.700 3.324 -1.195
H 1.459 -0.126 -2.321
H -1.256 2.205 -2.782
O -2.237 0.944 2.847
C 2.296 -1.932 0.200
Lu -0.445 0.469 1.031
H 1.148 4.400 2.365
C 1.204 2.993 -3.564
C -2.161 -1.948 2.883
O -1.260 2.478 1.052
H -1.308 -4.524 -3.033
H -1.157 3.890 -2.240
C -1.315 -0.782 -4.107
C -0.436 -3.292 -1.524
H -2.120 1.600 2.099
C -2.230 -0.609 -3.087
O -1.115 1.149 5.196
H 1.690 5.078 -1.764
C 0.775 -2.851 -0.993
H 4.700 3.403 -0.663
H -1.379 -2.946 -1.107
H 0.361 3.112 -4.243
*
```

For the HOMO energy, the calculation gives -7.75 eV. The calculated total energy is -127478.9044 eV.

Atom charges from the Mulliken analysis, given in e for atoms 1 to 4:
1. C -1.0614
2. C 0.6266
3. H 0.2035
4. F -0.3315



Looking at energy above the lowest of the compared OMol25 structures with the same formula, charge and spin for the records above, in order, we have 3.5, 2.0, 67.6, 481.1, 28.6, 24.3 kcal per mole.